(1)
Entry from the OMol25 dataset: C10H4CaClNO5 as an isolated structure at a distorted geometry (the ωB97M-V functional and the def2-TZVPD basis).

Geometry as XYZ:
```
22
Properties=species:S:1:pos:R:3:forces:R:3
O 1.1580 0.1991 -7.0920 -0.39 -0.08 2.43
C 0.9763 0.1651 -5.9673 0.38 0.08 -2.35
Ca 0.0714 0.1253 -1.0501 0.13 0.09 -1.23
O -3.2285 0.3085 -2.7381 4.39 -0.24 1.67
C -2.1602 0.2523 -2.3095 -4.95 0.28 -1.92
C 2.6013 -0.1049 -1.4484 5.73 -0.58 -0.01
O 3.7522 -0.2251 -1.4621 -5.15 0.54 -0.02
C 0.4555 2.5468 -1.8175 0.66 5.47 -0.85
O 0.5987 3.6772 -2.0067 -0.59 -4.89 0.73
C 0.1246 -2.2983 -1.9222 0.03 -5.28 -1.03
O 0.1370 -3.4283 -2.1552 -0.04 4.74 0.90
Cl 1.2233 -2.0211 4.2301 0.04 -0.05 0.06
C 0.3060 -0.9295 3.2899 0.20 -0.14 -0.31
C -0.6400 -0.0992 3.8954 -0.30 0.59 -1.57
C -1.3701 0.7871 3.0568 1.13 -1.17 0.21
C -1.1038 0.7742 1.7055 0.63 -0.32 -1.64
N -0.1680 -0.0451 1.0918 -0.43 -0.22 3.53
C 0.5357 -0.8977 1.9056 -1.36 1.37 -0.12
H -0.8042 -0.1355 4.9602 -0.01 -0.01 0.12
H -2.1049 1.4461 3.4563 -0.40 0.36 0.23
H -1.6201 1.4284 0.9665 0.11 -0.29 0.95
H 1.2597 -1.5254 1.4111 0.20 -0.24 0.24
```
Forces are in eV/Å.

Calculated values
Net charge: +2
Energy in Eh: -1951.66151
E_LUMO in eV: -8.505
Relative energy (zero: lowest compared OMol25 entry of this formula, charge and spin) in eV: 0.5171
Multiplicity: 1

(2)
Entry from the OMol25 dataset: a single C10H4ClIO2 molecule at a distorted geometry (the ωB97M-V functional and the def2-TZVPD basis).

Geometry as XYZ:
```
18
Properties=species:S:1:pos:R:3:forces:R:3
O 0.4662 -2.9739 0.1958 -0.12 0.70 -0.04
C 0.7792 -1.8034 0.0718 0.55 -0.53 0.01
C 2.2249 -1.4439 -0.0667 -0.06 -0.03 0.14
C 2.6147 -0.1941 -0.2783 -0.70 0.24 0.07
C 1.6158 0.9250 -0.4352 0.75 -0.10 -0.09
O 2.0415 2.0075 -0.7755 -0.33 -0.28 0.11
C 0.1553 0.6278 -0.1625 0.89 0.35 -0.17
C -0.2354 -0.6882 0.0815 0.89 -0.91 -0.03
C -1.5360 -1.0304 0.3592 -0.29 0.09 0.05
C -2.4641 -0.0153 0.4013 -1.19 -0.17 0.22
C -2.1228 1.2871 0.1467 -0.02 1.23 -0.14
I -3.6134 2.8007 0.1793 0.24 -0.67 0.08
C -0.7991 1.6351 -0.1372 -0.41 0.48 -0.08
Cl -0.4359 3.3023 -0.4450 0.09 -0.39 0.07
H 2.9788 -2.2223 0.0350 -0.43 -0.14 -0.03
H 3.6683 0.0593 -0.3579 -0.24 0.20 -0.09
H -1.8339 -2.0549 0.5473 0.23 0.06 -0.03
H -3.5041 -0.2184 0.6403 0.15 -0.13 -0.06
```
Forces are in eV/Å.

Calculated values
SMILES: O=C1C=CC(=O)c2c1ccc(I)c2Cl
Energy in Eh: -1291.82063
E_LUMO in eV: -1.367
Multiplicity: 1

(3)
Entry from the OMol25 dataset: C10H5BrNO5Pr as an isolated structure at a distorted geometry (the ωB97M-V functional and the def2-TZVPD basis).

Geometry as XYZ:
```
23
Properties=species:S:1:pos:R:3:forces:R:3
O 0.2666 -4.6885 -2.3214 -1.80 2.70 0.14
C -0.3484 -3.7212 -2.2706 1.79 -2.66 -0.11
Pr -0.2999 1.2640 -1.4766 0.62 -0.65 0.86
O 2.2428 -1.8014 -0.0411 -2.78 3.12 -1.27
C 1.5071 -0.9751 -0.3766 2.75 -3.32 1.68
C 3.0936 0.7656 -1.8662 2.92 -0.95 -0.91
O 4.0949 0.2858 -2.1429 -2.84 1.48 0.90
C 0.3346 -0.0188 -4.2075 -5.13 1.18 -7.20
O -0.5614 -0.2478 -4.9420 4.03 0.54 4.07
C 1.2070 -0.7918 -2.9793 2.90 -4.87 1.14
O 1.9257 -1.6405 -3.3905 -2.37 3.15 1.03
H -1.5121 2.2665 -0.1593 -1.09 0.05 -1.90
Br -1.6419 -1.8560 3.8173 0.12 0.59 -0.38
C -1.2718 -0.2548 2.8714 -0.11 -0.39 -0.29
C -1.5222 0.9988 3.4487 0.16 -0.49 -0.39
C -1.2339 2.1384 2.7164 -0.58 0.47 -1.33
C -0.7963 2.0229 1.3664 2.10 -1.20 1.85
N -0.3838 0.7705 0.8724 -1.51 1.15 0.99
C -0.7443 -0.3346 1.5761 0.41 0.82 0.16
H -1.9437 1.0380 4.4485 0.18 0.16 -0.08
H -1.4465 3.1369 3.1091 0.15 -0.41 -0.08
H -0.4212 2.9305 0.8581 0.12 -0.53 0.80
H -0.5447 -1.2873 1.0898 -0.05 0.06 0.32
```
Forces are in eV/Å.

Calculated values
Net charge: +2
Energy in Eh: -3905.18978
E_LUMO (alpha / beta) in eV: -9.118 / -9.047
Relative energy (zero: lowest compared OMol25 entry of this formula, charge and spin) in eV: 0.3049
Multiplicity: 3

(4)
Entry from the OMol25 dataset: C10H5Cl2NNdO3Y as an isolated structure at a distorted geometry (the ωB97M-V functional and the def2-TZVPD basis).

Geometry as XYZ:
```
23
Properties=species:S:1:pos:R:3:forces:R:3
Y 2.4410 4.0539 -0.5779 2.91 1.32 4.17
Nd -0.8149 0.2714 -0.2000 -0.08 -0.67 1.55
Cl 1.4197 4.3554 1.6268 0.46 -0.53 -1.87
Cl 1.7140 -0.2731 -0.1581 -0.89 1.53 -0.02
C -0.2103 -1.9238 -0.8769 2.77 -5.92 -2.17
C 0.3762 4.5058 -1.4313 -7.54 1.36 -3.94
C 1.9745 2.8475 -2.5734 -2.30 -3.94 -7.86
O 0.3394 -2.9018 -1.1537 -2.68 4.00 1.25
O -0.6277 4.5885 -2.0135 5.05 -0.32 3.18
O 1.6062 2.3971 -3.5912 2.28 2.63 6.03
N -1.3197 -1.1380 1.5100 0.35 0.21 -0.04
C -1.4102 -1.8802 2.4252 -0.74 -0.35 1.17
C -1.6850 -2.6971 3.5520 0.81 0.34 -0.80
C -0.7591 -2.8500 4.6231 0.08 -0.26 0.30
C -1.0900 -3.7028 5.6750 0.59 0.55 -0.10
C -2.2996 -4.4042 5.6997 -0.03 0.00 -0.28
C -3.1763 -4.2771 4.6147 -0.44 -0.05 -0.12
C -2.8821 -3.4441 3.5481 -0.65 -0.31 0.15
H 0.1974 -2.3208 4.6005 -0.37 -0.21 0.13
H -0.3950 -3.8194 6.5048 -0.09 0.07 -0.23
H -2.5491 -5.0634 6.5472 0.16 0.41 -0.52
H -4.1162 -4.8352 4.6193 0.33 0.21 -0.09
H -3.5800 -3.3488 2.7227 0.04 -0.06 0.11
```
Forces are in eV/Å.

Calculated values
Net charge: +4
Energy in Eh: -2183.01914
E_LUMO (alpha / beta) in eV: -16.613 / -16.612
Relative energy (zero: lowest compared OMol25 entry of this formula, charge and spin) in eV: 1.2864
Multiplicity: 4

(5)
Entry from the OMol25 dataset: C10H6AuN2SSe as an isolated structure at a distorted geometry (the ωB97M-V functional and the def2-TZVPD basis).

Geometry as XYZ:
```
21
Properties=species:S:1:pos:R:3:forces:R:3
Au -0.7503 0.1334 -2.3902 1.22 -0.40 0.53
S 3.4077 -0.0589 -0.1454 0.05 -0.79 -0.04
C 3.8789 0.1543 -1.8363 -15.45 -2.65 5.67
C 2.6888 0.1199 -2.4119 0.92 -0.22 3.94
C 1.3684 0.1837 -1.8659 0.63 -2.79 2.51
C 1.6826 -0.2477 -0.5843 3.33 2.45 -2.94
C 0.8960 0.1204 0.4048 -7.32 -3.23 10.21
C 0.9846 -0.2710 1.7612 3.49 5.07 7.86
C -0.1097 0.0117 3.1288 -1.91 -2.37 -2.05
C -1.5204 0.0119 2.7631 9.03 -0.66 -5.74
C -1.5627 -0.1956 1.1072 0.13 2.92 2.72
N -0.5117 0.0131 0.3279 -4.28 -0.64 -1.41
H 4.7264 0.2808 -1.9491 14.36 2.01 -3.08
H 2.3843 0.3401 -3.2201 -1.01 2.58 -12.59
H 2.0496 0.2272 2.6041 -2.03 -2.18 -3.05
H 0.1602 -0.2803 4.4040 -0.24 1.21 -4.40
H -2.0719 -0.1158 3.5728 -3.72 -0.41 2.77
H -2.6893 -0.1788 0.8042 2.48 -0.33 -0.62
Se -3.3833 0.0076 -2.4144 -1.72 0.01 -0.14
C -5.2791 -0.3110 -2.1048 4.38 0.59 -0.47
N -6.3491 0.0553 -1.9558 -2.33 -0.16 0.33
```
Forces are in eV/Å.

Calculated values
Net charge: -1
Energy in Eh: -3429.01565
E_LUMO in eV: 2.071
Multiplicity: 1

(6)
Entry from the OMol25 dataset: C10H6CrNO5 as an isolated structure at a distorted geometry (the ωB97M-V functional and the def2-TZVPD basis).

Geometry as XYZ:
```
23
Properties=species:S:1:pos:R:3:forces:R:3
O 3.0964 2.8620 -2.9153 -1.20 -1.16 1.18
C 2.4255 2.2148 -2.2619 1.27 1.21 -1.29
Cr -0.0446 0.1110 0.1320 0.68 -0.02 -1.74
C -0.9467 -1.5577 -0.1175 -2.63 -6.08 -0.77
O -1.4685 -2.5905 -0.2181 1.86 3.53 0.21
C -0.0107 0.8824 1.8207 -0.31 3.00 8.66
O -0.0336 1.2859 2.9268 0.29 -1.66 -5.34
C -1.0143 1.4162 -0.7925 -4.80 5.07 -3.02
O -1.7662 2.2215 -1.1965 3.59 -3.32 1.61
C 1.6593 -0.7144 0.2832 5.35 -3.62 1.67
O 2.5921 -1.3118 0.6449 -3.41 2.56 -1.63
H 1.0003 1.2535 -0.1759 0.32 0.37 -0.01
C -5.0145 -0.5814 2.1259 0.02 -0.01 -0.49
C -4.8349 -0.2125 0.7895 0.94 0.07 0.13
C -3.5215 -0.0687 0.3048 -1.37 0.00 0.64
N -2.4651 -0.2643 1.0902 -0.13 -0.08 0.18
C -2.6199 -0.6893 2.3488 -1.00 0.15 0.15
C -3.8927 -0.8509 2.9028 0.43 0.00 0.30
H -6.0211 -0.6763 2.5347 0.32 0.01 -0.07
H -5.6629 -0.0093 0.1279 -0.10 -0.04 0.04
H -3.3637 0.2327 -0.7308 0.08 -0.11 0.26
H -1.7265 -0.8826 2.9466 -0.22 0.06 -0.24
H -3.9857 -1.1609 3.9475 0.00 0.09 -0.43
```
Forces are in eV/Å.

Calculated values
Net charge: +1
Energy in Eh: -1859.72102
E_LUMO (alpha / beta) in eV: -3.489 / -6.322
Multiplicity: 5

(7)
Entry from the OMol25 dataset: C10H6F5N2O3SSc as an isolated structure at a distorted geometry (the ωB97M-V functional and the def2-TZVPD basis).

Geometry as XYZ:
```
28
Properties=species:S:1:pos:R:3:forces:R:3
Sc 6.1512 11.8911 3.3520 -0.20 -0.91 -0.73
N 4.0493 12.7878 3.4199 -0.82 -0.39 0.04
C 4.1178 14.2666 3.4550 -0.91 0.76 0.64
C 5.4981 14.8559 3.1548 -0.61 1.04 -0.10
O 5.6890 16.0737 3.1478 -0.42 -1.22 0.15
N 6.4234 13.9092 2.9889 0.43 -1.43 0.60
C 7.7986 14.3524 3.1344 -0.06 0.09 -0.18
C 8.7123 13.1395 3.4664 -0.72 1.17 -0.53
O 9.8903 13.3189 3.4286 0.56 -0.74 0.35
O 8.0637 11.9810 3.7175 0.18 1.04 0.04
H 3.7707 12.4485 2.4846 0.09 0.34 0.46
H 3.2844 12.3906 4.0264 1.16 0.70 -0.69
H 3.8803 14.5766 4.4908 0.12 -0.04 -0.49
H 3.3666 14.7390 2.8131 0.11 -0.11 0.07
H 7.8383 15.1147 3.9439 0.27 -0.44 -0.50
H 8.1089 14.8397 2.1948 0.37 -0.20 0.51
F 7.4983 5.0846 3.4483 -0.58 0.65 0.15
C 6.7466 6.2067 3.4222 -0.01 -0.32 -0.56
C 5.3581 6.1392 3.2742 -0.12 -0.47 0.02
F 4.7422 4.9362 3.1761 0.52 0.85 0.43
C 4.5891 7.2979 3.1450 -0.02 0.99 -0.01
F 3.2460 7.2205 3.1787 0.55 -0.27 -0.41
C 5.1878 8.5586 2.9461 2.35 -0.91 0.51
S 4.4989 9.9996 2.2579 -0.33 0.53 0.63
C 6.6134 8.5710 3.1593 -1.67 0.42 -1.13
F 7.2216 9.7865 2.8603 0.07 -1.10 0.62
C 7.3899 7.4460 3.3433 -0.61 0.05 -0.12
F 8.7072 7.5203 3.2977 0.29 -0.06 0.21
```
Forces are in eV/Å.

Calculated values
Energy in Eh: -2378.22848
E_LUMO in eV: -1.485
Relative energy (zero: lowest compared OMol25 entry of this formula, charge and spin) in eV: 0.2560
Multiplicity: 1

(8)
Entry from the OMol25 dataset: C10H7AuN3O6 as an isolated structure at a distorted geometry (the ωB97M-V functional and the def2-TZVPD basis).

Geometry as XYZ:
```
27
Properties=species:S:1:pos:R:3:forces:R:3
O 0.1237 -0.0351 -5.1032 -0.04 0.00 4.77
C 0.1237 -0.0351 -3.9534 0.01 0.00 -12.23
Au 0.1236 -0.0351 -2.0424 -0.38 0.03 1.56
O 2.0113 -2.4445 -2.0423 -2.95 3.52 -0.19
C 1.3022 -1.5394 -2.0424 7.44 -9.71 0.48
C -1.0550 1.4692 -2.0424 -7.73 9.51 0.78
O -1.7642 2.3743 -2.0425 2.94 -3.67 -0.19
C -1.3807 -1.2137 -2.0425 -9.77 -7.39 0.79
O -2.2858 -1.9228 -2.0425 3.74 2.87 -0.18
C 1.6279 1.1435 -2.0422 9.55 7.64 0.48
O 2.5329 1.8526 -2.0422 -3.70 -2.71 -0.19
C -2.4173 0.3478 2.7525 -1.63 0.23 0.18
N -1.1287 0.1610 2.0715 1.42 -0.17 0.96
C -0.0050 0.0223 2.8125 0.48 -0.08 -1.02
C 1.2104 -0.1464 2.1954 -0.20 0.02 0.10
C 1.3006 -0.1725 0.8002 2.40 -0.29 -0.35
N 0.1513 -0.0317 0.0148 1.94 -0.22 5.21
C -1.0651 0.1322 0.6905 -1.14 0.15 0.41
O -2.1031 0.2563 0.0666 0.27 -0.04 -1.14
N 2.6223 -0.3450 0.2882 -2.41 0.30 0.25
H -2.3077 0.3523 3.8593 0.34 -0.07 -0.90
H -3.1111 -0.4757 2.4795 0.47 0.58 0.09
H -2.8642 1.3191 2.4504 0.29 -0.68 0.10
H -0.0422 0.0427 3.8955 -0.43 0.06 -0.06
H 2.0951 -0.2542 2.8121 -0.03 0.00 -0.17
H 3.4143 -0.4440 0.9412 -0.79 0.10 -0.33
H 2.8919 -0.3784 -0.6923 -0.10 0.01 0.78
```
Forces are in eV/Å.

Calculated values
Net charge: +3
Energy in Eh: -1135.15335
E_LUMO (alpha / beta) in eV: -12.922 / -13.437
Multiplicity: 3

(9)
Entry from the OMol25 dataset: a single C10H7BrClFO molecule at a distorted geometry (the ωB97M-V functional and the def2-TZVPD basis).

Geometry as XYZ:
```
21
Properties=species:S:1:pos:R:3:forces:R:3
C -1.6135 0.6909 -0.8228 -5.32 -1.11 1.22
C -1.7711 -0.0441 0.4119 -0.38 1.86 -0.82
C -0.4659 1.1047 -1.3330 4.41 0.95 -0.35
C -0.7365 -0.7558 0.8121 3.17 -1.60 -0.76
C 0.7269 0.5573 -0.7448 -3.54 -3.20 0.13
C 0.5427 -0.7737 -0.0201 -2.31 2.59 0.28
C 1.9364 1.1706 -0.9620 5.07 1.57 0.59
C 3.1112 1.1646 -0.1323 -2.42 0.26 -0.95
C 1.2806 -1.8920 0.0069 1.95 -0.11 -1.08
C 3.2018 0.6192 1.1137 1.81 0.65 2.04
O 2.2704 -0.0263 1.8548 1.14 0.08 -2.20
F 4.3749 0.9457 1.8572 -2.18 -0.99 -1.02
Cl 4.4177 2.1623 -0.6579 0.19 -0.13 -0.09
Br 3.0428 -2.0267 -0.7958 -0.71 -0.23 -0.01
H -2.6135 0.8032 -1.2806 0.79 0.83 -0.12
H -2.6386 0.2051 1.0262 -0.04 -0.74 -0.36
H -0.3518 1.9463 -2.0901 -0.31 -1.36 0.98
H -0.6709 -1.4163 1.6579 -0.42 -0.03 0.38
H 2.0567 1.9375 -1.7112 -0.39 -0.12 -0.45
H 1.0738 -2.8648 0.4045 -0.57 0.13 0.51
H 2.3338 0.3391 2.7085 0.04 0.69 2.08
```
Forces are in eV/Å.

Calculated values
Energy in Eh: -3594.37555
E_LUMO (alpha / beta) in eV: 0.551 / -2.283
Multiplicity: 3